No. 1
82
Properties=species:S:1:pos:R:3:forces:R:3:mulliken_charge:R:1 method="wB97M-V/def2-TZVPD" charge=0 largest_force_ev_per_a=9.8 gap_ev=8.562
C -1.67202 -4.58763 -1.31214 -5.3 7.4 -3.5 -0.64
C -2.40816 -3.51748 -1.90475 5.3 -6.0 5.1 -0.41
C -3.06047 -1.99986 -2.17270 -1.2 -2.5 1.8 0.15
P -2.17695 -1.02158 -3.57942 -1.5 -0.1 -0.9 0.72
C -2.25388 0.85650 -3.58971 0.2 1.9 0.0 -0.55
C -0.89104 1.72680 -3.45400 0.0 1.7 -0.9 -0.41
C -1.35264 3.33455 -3.47734 -0.1 -0.2 1.1 -0.67
C -0.19226 4.35066 -2.91818 -0.3 0.7 0.0 -0.44
C 0.26040 4.10116 -1.36255 1.2 -0.3 0.3 -0.65
C -3.86889 -1.12651 -4.54068 -1.0 0.1 -1.8 -1.46
C -5.03073 -0.13556 -3.96396 -0.8 -0.7 -1.1 0.02
C -6.54068 -0.82057 -4.11725 -0.7 0.6 0.7 -0.70
C -7.38151 -0.48721 -2.72006 -0.3 -2.4 -0.7 0.45
F -6.75500 -1.25423 -1.60936 -1.9 2.6 -2.8 -0.25
F -8.79313 -0.97671 -2.83352 4.1 1.5 0.5 -0.31
C -7.46068 1.12322 -2.39947 -1.3 2.5 1.5 0.73
F -8.78499 1.41012 -1.73215 4.7 -0.7 -2.3 -0.25
F -6.39578 1.60680 -1.46219 -3.6 -1.6 -3.5 -0.21
F -7.41793 1.94878 -3.65754 0.0 -2.9 4.5 -0.25
C -0.46079 -1.16855 -2.79035 2.8 -1.9 1.8 -0.92
C -0.41744 -0.85698 -1.17503 -2.8 4.7 2.4 0.29
O -1.09290 0.08589 -0.52134 4.4 -6.2 -4.5 -0.34
Cl 0.70460 -1.96488 -0.13179 -1.2 1.2 -1.2 -0.20
H -1.23257 -5.51084 -0.71194 -1.3 2.4 -1.9 0.33
H -4.19691 -2.26603 -2.43249 2.7 0.8 0.3 0.27
H -3.14989 -1.37762 -1.15693 0.7 -1.6 -2.1 0.32
H -1.60867 -1.69047 -4.76005 -0.1 0.4 0.8 -0.15
H -2.95593 1.19644 -2.68455 1.4 -0.8 -2.2 0.23
H -2.71119 1.18523 -4.64497 0.7 -0.8 2.5 0.32
H -0.27444 1.59844 -2.47306 -1.3 -0.1 -1.9 0.15
H -0.20824 1.60162 -4.41870 -1.3 -0.1 2.2 0.25
H -2.27087 3.39797 -2.72594 1.8 0.0 -1.6 0.25
H -1.72267 3.68280 -4.53212 0.7 -0.8 1.9 0.34
H 0.76045 4.31589 -3.60874 -1.9 0.0 1.3 0.28
H -0.61044 5.46513 -2.97888 0.9 -2.4 0.0 0.29
H -0.00208 4.97607 -0.62380 0.3 -1.7 -1.7 0.31
H 1.45103 4.01673 -1.35430 -2.6 0.1 0.1 0.20
H -0.14305 3.10205 -0.88641 0.7 2.0 -1.1 0.05
H -4.22195 -2.26147 -4.61398 0.7 2.3 0.3 0.40
H -3.62874 -0.81116 -5.66673 -0.6 -0.6 2.2 0.41
H -4.84053 0.10413 -2.83464 -0.4 -0.3 -2.2 0.12
H -5.05629 0.82107 -4.66246 0.2 -1.8 2.0 0.33
H -6.49333 -1.98858 -4.31033 -0.2 2.5 0.8 0.34
H -7.17500 -0.32106 -4.98559 1.4 -1.1 1.9 0.32
H -0.14062 -2.31971 -2.87491 -0.8 2.4 0.3 0.50
H 0.42752 -0.64938 -3.39820 -2.1 -0.6 1.6 0.48
C 2.80780 0.10828 3.47496 -0.2 0.1 0.4 -1.06
C 3.50147 -1.19100 3.85200 0.1 0.3 -0.8 0.38
C 4.82146 -1.34885 3.11439 0.3 -0.1 0.2 -1.00
O 2.64998 -2.28968 3.53675 -0.3 -0.3 0.0 -0.56
H 2.57885 0.13378 2.40362 0.1 0.0 0.0 0.19
H 1.85336 0.20251 4.00396 0.3 0.0 -0.1 0.21
H 3.43098 0.97396 3.71970 -0.1 -0.1 -0.1 0.43
H 3.67871 -1.21343 4.93279 -0.1 -0.2 -0.1 0.31
H 4.66397 -1.37508 2.03032 -0.1 0.1 0.0 0.31
H 5.30363 -2.29401 3.38630 0.0 0.1 0.0 0.27
H 5.50511 -0.52682 3.34838 -0.1 -0.2 0.0 0.26
H 2.48712 -2.27779 2.57893 0.1 0.1 0.4 0.32
C 10.17220 0.24209 4.28839 0.1 0.3 0.2 -1.24
C 8.92298 -0.57293 4.58273 0.3 -0.1 -0.6 0.33
C 9.11569 -2.03526 4.21420 -0.1 -0.3 0.2 -1.22
O 7.82663 -0.04023 3.84398 -0.1 0.1 -0.1 -0.51
H 10.41696 0.21246 3.22065 0.0 -0.2 0.1 0.33
H 10.01470 1.29471 4.54695 0.0 -0.2 0.0 0.31
H 11.03066 -0.13298 4.85409 -0.1 0.1 -0.1 0.37
H 8.67222 -0.49118 5.64597 -0.2 0.1 -0.2 0.26
H 9.32291 -2.14570 3.14390 0.1 0.1 0.1 0.33
H 8.20456 -2.60730 4.42002 0.1 0.1 0.0 0.29
H 9.94250 -2.47868 4.77778 -0.1 0.0 -0.1 0.39
H 8.04041 -0.10865 2.89862 -0.1 0.0 0.4 0.34
C -1.88909 -0.48210 4.40790 0.0 0.0 0.4 -1.35
C -1.55611 0.72204 3.54152 -0.1 -0.6 -0.4 0.27
C -2.40685 0.75074 2.28186 -0.2 0.2 -0.1 -0.93
O -0.17817 0.67705 3.17988 0.0 0.1 0.0 -0.45
H -1.69432 -1.41724 3.87084 -0.1 0.1 -0.1 0.31
H -1.26054 -0.49648 5.30478 -0.1 0.1 -0.1 0.35
H -2.93908 -0.46845 4.71610 0.1 0.0 0.0 0.41
H -1.71473 1.64248 4.11395 0.2 -0.1 -0.1 0.30
H -2.23044 -0.14058 1.66938 0.0 0.1 0.2 0.09
H -2.14780 1.61595 1.66214 0.0 -0.1 0.1 0.23
H -3.47246 0.80143 2.52632 0.1 0.0 0.0 0.45
H -0.02797 -0.13704 2.67119 -0.1 0.3 0.2 0.29

No. 2
17
Properties=species:S:1:pos:R:3:forces:R:3:mulliken_charge:R:1 method="wB97M-V/def2-TZVPD" charge=0 largest_force_ev_per_a=2.9 gap_ev=10.767 e_above_lowest_kcal_mol=63.14
C -2.10234 0.00644 -1.22957 -1.7 -0.3 -0.2 -0.74
C -1.06926 0.41447 -0.53273 2.6 -0.7 -1.1 -0.12
C 0.31440 -0.20607 -1.01649 -0.3 2.4 1.4 0.05
C 0.28112 -1.66256 -0.93363 -1.4 -1.3 -2.0 -0.08
O 0.29152 -2.33613 0.05046 0.4 -0.2 0.4 -0.45
S 1.70173 0.42530 -0.03793 1.3 -0.9 -2.0 1.14
C 1.40725 0.06457 1.71087 0.5 0.6 -1.7 -0.97
O 1.70924 1.84345 -0.25938 -0.2 0.5 0.8 -0.61
O 2.77759 -0.33412 -0.65408 0.0 0.1 1.2 -0.67
H -3.10631 0.37624 -0.99618 0.3 -0.2 -0.2 0.29
H -2.04119 -0.76716 -2.03812 0.1 1.0 0.8 0.21
H -0.98266 1.15470 0.28125 -0.6 -0.4 -0.6 0.22
H 0.63943 0.08587 -2.05443 -0.5 0.1 1.1 0.34
H 0.04085 -2.06318 -1.98474 0.5 -0.4 1.1 0.32
H 0.53498 0.63449 1.78112 -2.1 0.2 0.6 0.31
H 1.33653 -0.98206 1.89621 -0.1 -0.6 0.1 0.33
H 2.05879 0.64231 2.32452 1.2 0.0 0.2 0.44

No. 3
41
Properties=species:S:1:pos:R:3:forces:R:3:mulliken_charge:R:1 method="wB97M-V/def2-TZVPD" charge=+3 largest_force_ev_per_a=0.2 gap_ev=8.337 e_above_lowest_kcal_mol=0.00
Pb 1.01099 -1.08451 -0.31844 0.0 -0.1 0.0 1.35
N -1.58590 -1.99493 3.12235 0.0 0.0 0.0 -0.30
C -0.98711 -1.14121 2.32820 0.0 -0.1 -0.1 0.73
O -0.60299 -1.52114 1.18109 0.0 0.1 0.2 -0.73
C -0.78119 0.27416 2.80296 -0.1 0.0 0.0 -0.70
C 0.68834 0.61204 3.06544 0.1 0.0 0.0 -0.65
H -1.73407 -2.94876 2.81718 0.0 0.0 0.0 0.28
H -1.94097 -1.72802 4.02840 0.0 0.0 0.0 0.24
H -1.33108 0.43605 3.73009 0.0 0.0 0.0 0.45
H -1.20908 0.95125 2.05769 0.0 0.0 0.0 0.17
H 1.21976 -0.19248 3.57142 0.0 0.0 0.0 0.48
H 0.75150 1.50675 3.68190 0.0 0.0 0.0 0.48
F 7.18644 -0.02050 2.86807 0.1 0.0 0.0 -0.22
C 5.93934 0.20672 2.56525 -0.1 0.0 0.0 0.67
C 5.47404 1.51635 2.47823 -0.1 -0.1 0.0 0.14
F 6.28734 2.52106 2.70087 0.0 0.1 0.0 -0.23
C 4.14462 1.74756 2.15474 0.1 -0.1 0.0 0.03
F 3.69778 2.99657 2.07158 0.0 0.1 0.0 -0.29
C 3.27018 0.69316 1.91408 0.0 -0.1 0.1 0.25
S 1.58259 0.99832 1.51018 0.1 0.0 0.0 -0.13
C 3.76724 -0.60674 2.00894 -0.1 0.0 0.0 0.45
F 2.92062 -1.64098 1.77762 0.1 0.1 0.0 -0.35
C 5.08174 -0.87062 2.32762 -0.1 0.1 0.0 -0.08
F 5.52446 -2.10495 2.40343 0.0 0.0 0.0 -0.23
N 0.45102 4.26914 -0.61775 -0.1 0.0 0.0 -0.21
C 0.54062 3.31193 -1.77869 0.0 0.0 0.0 -0.92
P -0.75589 2.00386 -1.51112 0.1 -0.1 -0.1 1.15
O -1.61503 2.53473 -0.41532 -0.1 0.1 0.1 -0.94
O -0.09149 0.65098 -1.39613 0.0 0.0 0.0 -0.57
C -1.82628 2.01858 -3.02554 0.0 0.0 0.0 -0.78
N -3.25801 1.89953 -2.58233 0.0 0.1 0.0 -0.26
H 1.11769 4.03585 0.12078 0.0 0.0 0.0 0.22
H -0.50107 4.18411 -0.21334 0.1 0.0 0.0 0.38
H 0.62601 5.23735 -0.89601 0.0 0.0 0.0 0.39
H 1.54899 2.90907 -1.83336 0.0 0.0 0.0 0.39
H 0.35491 3.87874 -2.68964 0.0 0.0 0.0 0.47
H -1.60730 1.22652 -3.73834 0.0 0.0 0.0 0.38
H -1.73871 2.98102 -3.52890 0.0 0.0 0.0 0.42
H -3.39594 2.46381 -1.73123 0.0 0.0 0.0 0.33
H -3.51615 0.93741 -2.35302 0.0 0.0 0.0 0.35
H -3.90402 2.22019 -3.30908 0.0 0.0 0.0 0.38